#w
A 3-piece molecular cluster, C3H5BrO overall. Source: OMol25; level of theory: ωB97M-V with the def2-TZVPD basis set.

Each line ends with the Löwdin charge.
Geometry (Å):
C1 -0.775 -0.185 0.175  -0.497
C2 -0.532 0.988 1.015  -0.549
C3 -0.540 -1.503 -0.014  0.019
O1 -1.222 0.943 -0.373  -0.008
Br1 1.172 1.883 1.020  0.683
H1 2.095 0.341 -1.281  -0.006
H2 -1.270 1.289 1.799  0.110
H3 1.801 0.480 -2.084  0.043
H4 -0.598 -2.002 -1.110  0.102
H5 -0.132 -2.235 0.854  0.105

Values from the calculation:
- HOMO: -9.41 eV
- Orbital gap: 0.3674 hartree
- LUMO energy: 0.59 eV

=====

#x
One molecule with the formula C3H5BrO. Source: OMol25; level of theory: ωB97M-V with the def2-TZVPD basis set.

Each line ends with the Löwdin charge.
Geometry (Å):
C1 0.810 -1.373 -0.085  -0.006
C2 0.604 -0.088 -0.227  -0.245
C3 -0.565 0.529 0.360  -0.768
O1 -0.572 2.006 -0.029  -0.120
Br1 -2.193 -0.194 -0.233  0.768
H1 1.846 -1.749 -0.154  0.071
H2 0.208 -2.193 0.284  0.064
H3 1.358 0.584 -0.535  0.103
H4 -0.646 0.483 1.517  0.132
H5 -0.851 1.994 -0.897  0.000

Values from the calculation:
- HOMO: -10.17 eV
- Orbital gap: 0.3998 hartree
- SMILES string: C=C[C@@H](O)Br
- LUMO energy: 0.71 eV

=====

#y
One molecule with the formula C3H5BrO. Source: OMol25; level of theory: ωB97M-V with the def2-TZVPD basis set.

Each line ends with the Löwdin charge.
Geometry (Å):
C1 -1.270 -2.633 0.315  -0.368
C2 0.825 1.614 -0.690  -0.207
C3 0.451 1.125 0.746  -0.473
O1 -1.489 -3.205 -0.680  0.046
Br1 0.133 -0.815 0.880  0.803
H1 -1.407 -2.930 1.380  0.051
H2 0.409 2.539 -0.924  0.028
H3 0.752 0.971 -1.501  0.021
H4 2.022 1.727 -0.634  0.114
H5 -0.426 1.607 1.106  -0.014

Values from the calculation:
- HOMO (alpha / beta): -7.41 / -8.44 eV
- Orbital gap (alpha / beta): 0.2608 / 0.3095 hartree
- LUMO energy (alpha / beta): -0.31 / -0.02 eV

=====

Out of the structures above, which one is the least stable? Solution: #y.